{"formula": "CHN3O", "method": "ωB97M-V/def2-TZVPD", "total_charge": 0, "orbital_gap_ev": 13.3, "e_tot_ev": -7568.1571, "molar_mass_g_mol": 71.0, "lumo_ev": 0.80, "smiles": "N#[N+][O-].C#N", "spin_multiplicity": 1, "homo_ha": -0.4576, "e_above_lowest_kcal_mol": 83.4, "species": ["C", "N", "N", "N", "O", "H"], "positions_angstrom": [[0.336, 1.205, 0.701], [-0.057, 2.112, 1.291], [0.120, -0.014, -3.344], [1.071, 0.226, -2.782], [2.071, 0.544, -2.297], [0.590, 0.367, 0.181]], "forces_ev_per_a": [[-1.122, 2.274, 1.504], [0.406, -0.553, -0.406], [1.272, 0.087, 1.150], [-3.194, -0.468, -2.529], [1.905, 0.378, 1.351], [0.732, -1.719, -1.071]]}